DFT (wB97M-V/def2-TZVPD) results for 2 unconnected molecules or ions with the total composition C14H16O2 in a non-equilibrium geometry.

Cartesian coordinates (Å):
1 C 0.269 4.414 -0.683
2 C -0.570 3.224 -1.185
3 C 0.065 2.001 -1.255
4 C -0.601 0.812 -1.535
5 C -2.001 0.962 -1.715
6 O -2.656 -0.147 -2.177
7 C -2.696 2.129 -1.503
8 C -1.952 3.299 -1.134
9 H 1.249 4.178 -1.059
10 H 0.126 4.365 0.442
11 H -0.249 5.319 -0.909
12 H 1.151 1.919 -1.171
13 H -0.125 -0.146 -1.608
14 H -3.175 -0.626 -1.526
15 H -3.753 2.093 -1.697
16 H -2.465 4.236 -1.015
17 C 0.325 -2.454 -1.311
18 C 0.773 -2.268 0.168
19 C 1.982 -2.867 0.478
20 C 2.450 -2.687 1.778
21 C 1.710 -1.967 2.689
22 O 2.251 -1.896 3.969
23 C 0.612 -1.185 2.351
24 C 0.101 -1.478 1.070
25 H 0.010 -3.556 -1.331
26 H 1.080 -2.515 -2.069
27 H -0.528 -1.850 -1.554
28 H 2.561 -3.517 -0.156
29 H 3.342 -3.156 2.198
30 H 1.908 -1.076 4.335
31 H -0.011 -0.709 3.095
32 H -0.848 -1.051 0.748

- molecular weight (g mol⁻¹) = 216.3
- net charge = 0
- LUMO (eV) = 0.7
- structure (SMILES) = Cc1ccc(O)cc1.Cc1ccc(O)cc1
- Kohn-Sham gap (eV) = 9.164